The following is a DFT calculation (ωB97M-V/def2-TZVPD) of the molecule C21H42O4.

## Properties
Energy above the lowest of the compared OMol25 structures with the same formula, charge and spin in kcal per mole: 4.3
Total charge: 0
F_max in eV Å⁻¹: 0.8
HOMO-LUMO gap in Eh: 0.399
LUMO energy in eV: 0.814

Atoms and positions in Å:
C (5.55, -2.17, -3.34)
H (-0.58, 3.50, 1.24)
H (-0.72, 2.77, 3.41)
H (-0.67, -0.07, 2.24)
C (-0.23, -1.01, -2.01)
C (-1.09, 1.74, 3.35)
H (-0.96, 1.25, 4.32)
H (5.84, -2.55, -1.25)
O (1.05, 0.89, 2.68)
H (-0.58, -1.31, -3.00)
H (-5.37, -2.85, 0.15)
O (-2.49, 1.75, 3.10)
C (2.05, -0.47, -2.95)
C (-1.02, -1.78, -0.95)
C (1.27, -1.27, -1.91)
O (-2.34, 3.69, 2.00)
H (8.23, -1.47, -4.08)
C (-5.06, 1.26, 2.31)
C (-4.49, 2.68, 2.24)
C (8.56, -1.36, -3.05)
C (-0.30, 0.96, 2.29)
H (5.89, -1.45, -4.09)
H (3.57, -2.35, -4.14)
H (1.82, 0.59, -2.82)
H (-2.66, -0.40, -0.84)
C (4.03, -2.06, -3.19)
H (-5.07, -1.46, -0.88)
C (-4.58, 0.38, 1.15)
H (3.88, -0.40, -1.81)
H (-6.29, -0.91, 1.22)
H (-4.78, 0.80, 3.25)
H (5.79, -3.17, -3.71)
H (1.47, 1.71, 2.39)
H (8.43, -0.33, -2.75)
H (1.46, -2.34, -2.05)
H (-0.42, 0.06, -1.90)
H (-4.75, 3.16, 1.29)
C (-0.39, 1.60, 0.89)
C (-4.79, -1.92, 0.06)
H (9.62, -1.60, -3.01)
H (-2.87, -2.09, 1.03)
C (-3.29, -2.26, 0.04)
C (6.30, -1.94, -2.03)
H (1.62, -1.00, -0.91)
C (3.57, -0.65, -2.83)
H (-0.63, -1.52, 0.04)
C (-5.20, -1.01, 1.22)
H (-6.15, 1.33, 2.28)
O (0.11, 2.91, 0.90)
H (6.20, -0.89, -1.73)
H (3.70, -2.76, -2.43)
H (-3.17, -3.33, -0.18)
H (-4.93, 3.29, 3.04)
H (8.22, -2.22, -1.12)
C (7.78, -2.29, -2.12)
H (-0.87, -2.85, -1.09)
H (-1.42, 1.56, 0.52)
H (-2.89, -1.70, -2.00)
C (-2.51, -1.47, -1.00)
H (-4.85, 0.85, 0.20)
C (-3.00, 2.77, 2.41)
H (4.05, 0.06, -3.51)
H (7.89, -3.32, -2.46)
H (1.73, -0.76, -3.95)
H (-3.50, 0.30, 1.20)
H (0.25, 1.03, 0.21)
H (-4.92, -1.48, 2.16)

Listed below, in e, are the Löwdin charges computed for each atom:
1 C -0.22
2 H 0.07
3 H 0.14
4 H 0.15
5 C -0.23
6 C -0.09
7 H 0.14
8 H 0.11
9 O -0.01
10 H 0.12
11 H 0.10
12 O 0.02
13 C -0.22
14 C -0.22
15 C -0.22
16 O 0.09
17 H 0.06
18 C -0.20
19 C -0.08
20 C -0.12
21 C -0.34
22 H 0.11
23 H 0.11
24 H 0.11
25 H 0.10
26 C -0.22
27 H 0.11
28 C -0.21
29 H 0.11
30 H 0.11
31 H 0.12
32 H 0.11
33 H 0.10
34 H 0.07
35 H 0.11
36 H 0.10
37 H 0.13
38 C -0.21
39 C -0.21
40 H 0.07
41 H 0.11
42 C -0.21
43 C -0.23
44 H 0.11
45 C -0.22
46 H 0.10
47 C -0.22
48 H 0.12
49 O -0.05
50 H 0.11
51 H 0.11
52 H 0.11
53 H 0.13
54 H 0.10
55 C -0.27
56 H 0.12
57 H 0.12
58 H 0.12
59 C -0.22
60 H 0.13
61 C -0.48
62 H 0.11
63 H 0.10
64 H 0.11
65 H 0.09
66 H 0.12
67 H 0.12

The following is a DFT calculation (ωB97M-V/def2-TZVPD) of the ion C8H10N3S with charge +1 at a distorted geometry.

## Properties
Energy above the lowest of the compared OMol25 structures with the same formula, charge and spin in kcal per mole: 120.3
Total charge: +1
F_max in eV Å⁻¹: 4.8
HOMO-LUMO gap (spin up / spin down) in Eh: 0.273 / 0.273
LUMO energy (spin up / spin down) in eV: -5.040 / -5.040

Atoms and positions in Å:
H (-1.57, -2.42, 1.23)
H (2.12, 2.85, -0.53)
H (4.60, 0.41, 0.62)
C (1.68, 1.90, -0.24)
H (-1.46, -0.61, 0.74)
H (4.39, 2.27, 0.56)
S (-3.13, 0.89, 0.69)
N (2.13, -0.36, 0.36)
C (3.93, 1.23, 0.53)
C (-1.19, -1.71, 0.51)
H (-0.91, -2.80, -1.31)
C (-0.92, -1.78, -0.91)
H (-2.50, 2.69, -0.95)
H (-1.25, -1.00, -1.60)
H (-4.18, 1.56, 0.21)
N (0.92, -0.39, 0.04)
C (0.24, -1.64, 0.09)
C (2.63, 0.96, 0.24)
H (0.80, -2.46, 0.45)
C (-2.07, 1.97, -0.31)
N (-0.83, 1.95, -0.39)
C (0.34, 1.60, -0.26)

Listed below, in e, are the Löwdin charges computed for each atom:
1 H 0.13
2 H 0.14
3 H 0.07
4 C 0.03
5 H 0.01
6 H 0.12
7 S 0.89
8 N 0.14
9 C 0.17
10 C -0.14
11 H 0.12
12 C -0.07
13 H 0.09
14 H 0.11
15 H -0.10
16 N 0.05
17 C -0.24
18 C -0.35
19 H 0.14
20 C -0.39
21 N 0.07
22 C 0.00

Look up the energy above the lowest of the compared OMol25 structures with the same formula, charge and spin of the second one.
120.3 kcal per mole